{
  "formula": "C18H26ClN3",
  "method": "the ωB97M-V functional and the def2-TZVPD basis",
  "max_force_ev_per_a": 0.7,
  "smiles": "CCN(CC)CCC[C@H](C)Nc1ccnc2cc(Cl)ccc12",
  "e_lumo_ev": 0.318,
  "energy_ev": -36081.3003,
  "homo_lumo_gap_ev": 8.324,
  "homo_energy_ev": -8.01,
  "e_above_lowest_ev": 0.0294,
  "elements": ["Cl", "N", "N", "N", "C", "C", "C", "C", "C", "C", "C", "C", "C", "C", "C", "C", "C", "C", "C", "C", "C", "C", "H", "H", "H", "H", "H", "H", "H", "H", "H", "H", "H", "H", "H", "H", "H", "H", "H", "H", "H", "H", "H", "H", "H", "H", "H", "H"],
  "coordinates": [[-6.120, 0.735, -0.816], [-2.375, 0.132, 2.502], [1.492, 1.764, -0.657], [-0.195, -2.468, 0.042], [0.045, 1.741, -0.653], [-4.081, 0.349, 0.895], [1.657, -3.721, -0.867], [2.121, 0.817, -1.548], [-0.468, -1.257, 2.107], [1.667, -0.655, -1.452], [-3.962, -0.837, -1.199], [-0.908, -1.628, 0.842], [1.977, -1.304, -0.104], [2.119, 1.972, 0.636], [1.243, -2.641, 0.125], [-2.852, -0.217, 1.292], [-0.557, 3.096, -0.293], [-2.173, -1.107, 0.413], [-4.615, 0.042, -0.324], [-2.768, -1.396, -0.830], [-1.237, -0.390, 2.879], [2.725, 3.375, 0.734], [2.729, -3.889, -0.808], [-0.282, 1.479, -1.663], [-4.407, -1.065, -2.154], [1.922, 1.150, -2.575], [3.460, 3.513, -0.055], [1.386, 1.834, 1.441], [-2.293, -2.077, -1.522], [-0.361, 0.986, 0.042], [0.463, -1.629, 2.502], [1.665, -0.625, 0.689], [3.200, 0.874, -1.389], [0.591, -0.690, -1.633], [-0.563, -2.604, -0.887], [2.924, 1.247, 0.792], [2.161, -1.206, -2.255], [-0.890, -0.095, 3.861], [3.213, 3.505, 1.697], [1.409, -3.430, -1.884], [-0.346, 3.355, 0.740], [-1.636, 3.057, -0.419], [1.485, -2.992, 1.136], [3.052, -1.468, -0.007], [1.958, 4.134, 0.623], [-0.152, 3.869, -0.942], [-4.572, 1.019, 1.582], [1.147, -4.654, -0.638]],
  "lowdin_charge": [0.67, 0.09, -0.19, 0.07, -0.25, -0.04, -0.05, -0.20, -0.02, -0.17, -0.11, -0.22, -0.15, -0.26, -0.37, -0.24, -0.08, -0.10, -0.67, -0.02, -0.15, -0.08, 0.08, 0.12, 0.10, 0.12, 0.07, 0.11, 0.11, 0.10, 0.10, 0.08, 0.12, 0.10, 0.11, 0.10, 0.11, 0.11, 0.07, 0.08, 0.07, 0.07, 0.14, 0.12, 0.06, 0.08, 0.11, 0.08]
}



{
  "formula": "C18H26ClN3O3",
  "method": "the ωB97M-V functional and the def2-TZVPD basis",
  "max_force_ev_per_a": 0.6,
  "smiles": "CC(C)OCCCNC(=O)CN1CCN(Cc2ccccc2Cl)C1=O",
  "e_lumo_ev": 0.666,
  "energy_ev": -42224.7835,
  "homo_lumo_gap_ev": 9.547,
  "homo_energy_ev": -8.88,
  "e_above_lowest_ev": 0.7620,
  "elements": ["Cl", "O", "O", "O", "N", "N", "N", "C", "C", "C", "C", "C", "C", "C", "C", "C", "C", "C", "C", "C", "C", "C", "C", "C", "C", "H", "H", "H", "H", "H", "H", "H", "H", "H", "H", "H", "H", "H", "H", "H", "H", "H", "H", "H", "H", "H", "H", "H", "H", "H", "H"],
  "coordinates": [[-3.718, 2.055, 1.275], [3.136, 2.372, -0.958], [-0.390, -1.896, -1.479], [2.663, -2.831, 1.541], [-1.148, -0.585, 0.249], [2.311, -2.442, -0.666], [-0.385, -2.614, 0.712], [-3.282, 0.180, -0.648], [-4.218, 0.840, 0.141], [3.324, -1.416, -0.798], [-5.084, -1.097, -1.624], [3.709, 1.095, -0.802], [-1.395, -0.741, 1.665], [-0.568, -1.986, 2.007], [1.989, -2.955, 0.538], [1.727, 2.619, 1.049], [2.672, -0.032, -0.792], [-3.739, -0.797, -1.525], [2.659, 4.562, -0.245], [-5.571, 0.553, 0.045], [0.620, -3.645, 0.547], [-6.002, -0.418, -0.840], [-1.800, 0.434, -0.537], [2.908, 3.129, 0.219], [-0.625, -1.715, -0.298], [1.480, 3.347, 1.818], [2.558, 5.224, 0.610], [1.750, 4.600, -0.839], [-1.604, 1.407, -0.079], [0.549, -4.340, 1.385], [-1.342, 0.396, -1.529], [3.879, -1.577, -1.726], [0.862, 2.477, 0.405], [0.402, -1.726, 2.450], [-1.090, -2.665, 2.685], [3.819, 3.102, 0.843], [-5.418, -1.858, -2.314], [2.028, 0.076, -1.667], [1.966, 1.677, 1.538], [3.487, 4.899, -0.862], [0.430, -4.163, -0.394], [-6.275, 1.085, 0.665], [-3.015, -1.324, -2.129], [4.003, -1.523, 0.051], [4.322, 1.053, 0.109], [-7.055, -0.643, -0.913], [2.042, 0.047, 0.096], [4.370, 0.958, -1.667], [-1.070, 0.150, 2.210], [1.592, -2.446, -1.383], [-2.463, -0.901, 1.861]],
  "lowdin_charge": [0.70, -0.13, 0.05, 0.06, -0.03, 0.07, -0.03, -0.22, -0.60, -0.17, -0.07, -0.21, -0.10, -0.10, -0.48, -0.05, -0.15, -0.02, -0.05, -0.11, -0.05, -0.08, -0.12, -0.45, -0.51, 0.08, 0.08, 0.08, 0.09, 0.13, 0.13, 0.12, 0.08, 0.12, 0.13, 0.14, 0.10, 0.12, 0.07, 0.08, 0.13, 0.10, 0.12, 0.12, 0.13, 0.10, 0.10, 0.13, 0.12, 0.11, 0.12]
}



{
  "formula": "C18H26ClN3OS",
  "method": "the ωB97M-V functional and the def2-TZVPD basis",
  "max_force_ev_per_a": 0.9,
  "smiles": "C[C@H]1CC(C)(C)NC(=S)N1CCC(=O)NCCc1ccc(Cl)cc1",
  "e_lumo_ev": 0.479,
  "energy_ev": -48965.6421,
  "homo_lumo_gap_ev": 8.937,
  "homo_energy_ev": -8.46,
  "e_above_lowest_ev": 0.1586,
  "elements": ["Cl", "S", "O", "N", "N", "N", "C", "C", "C", "C", "C", "C", "C", "C", "C", "C", "C", "C", "C", "C", "C", "C", "C", "C", "H", "H", "H", "H", "H", "H", "H", "H", "H", "H", "H", "H", "H", "H", "H", "H", "H", "H", "H", "H", "H", "H", "H", "H", "H", "H"],
  "coordinates": [[-2.563, -3.630, -0.753], [1.143, 1.402, 1.856], [-2.157, 1.952, -2.104], [-1.465, 2.377, 0.007], [2.263, 0.972, -0.519], [2.949, -0.335, 1.293], [2.168, 0.634, 0.784], [-0.036, 1.058, -1.412], [-3.297, 1.867, 1.549], [3.803, -1.230, 0.539], [3.040, -2.518, 0.198], [4.227, -0.464, -0.715], [-1.330, 1.842, -1.222], [-3.173, 0.459, 1.039], [-2.099, -0.333, 1.429], [3.034, 0.150, -1.448], [-1.909, -1.591, 0.888], [-4.063, -0.039, 0.097], [1.236, 1.843, -1.060], [-3.888, -1.296, -0.452], [5.025, -1.567, 1.395], [-2.744, 2.839, 0.490], [-2.805, -2.062, -0.056], [3.550, 0.969, -2.632], [-4.899, 0.566, -0.221], [4.724, -2.101, 2.293], [2.389, -0.652, -1.837], [2.123, -2.298, -0.343], [-0.779, 2.138, 0.718], [4.764, -1.130, -1.390], [-4.578, -1.674, -1.190], [2.803, -0.530, 2.273], [2.773, -3.044, 1.112], [4.901, 0.343, -0.419], [-3.408, 2.882, -0.377], [4.284, 0.380, -3.176], [3.657, -3.173, -0.410], [1.022, 2.596, -0.299], [-0.113, 0.190, -0.749], [5.713, -2.196, 0.835], [-2.721, 1.977, 2.469], [-2.642, 3.841, 0.917], [5.545, -0.659, 1.690], [2.754, 1.225, -3.325], [-1.392, 0.041, 2.156], [4.030, 1.880, -2.284], [-4.339, 2.118, 1.754], [1.624, 2.359, -1.935], [-1.071, -2.200, 1.192], [-0.005, 0.700, -2.441]],
  "lowdin_charge": [0.65, 0.70, 0.06, 0.05, -0.07, 0.05, -0.77, -0.06, -0.12, -0.55, -0.02, -0.09, -0.50, -0.24, -0.06, -0.32, -0.11, -0.03, -0.18, -0.10, -0.03, -0.16, -0.68, -0.04, 0.12, 0.08, 0.15, 0.08, 0.02, 0.13, 0.11, 0.12, 0.09, 0.14, 0.12, 0.08, 0.09, 0.08, 0.11, 0.09, 0.11, 0.12, 0.09, 0.08, 0.08, 0.09, 0.12, 0.12, 0.10, 0.12]
}



{
  "formula": "C18H26F19NO3P",
  "method": "the ωB97M-V functional and the def2-TZVPD basis",
  "max_force_ev_per_a": 3.1,
  "e_lumo_ev": -3.297,
  "energy_ev": -87632.4968,
  "homo_lumo_gap_ev": 10.558,
  "homo_energy_ev": -13.85,
  "e_above_lowest_ev": 1.6739,
  "total_charge": 1,
  "elements": ["P", "F", "F", "F", "F", "F", "F", "F", "F", "F", "F", "F", "F", "F", "F", "F", "F", "F", "F", "F", "O", "O", "O", "N", "C", "C", "C", "C", "C", "C", "C", "C", "C", "C", "C", "C", "C", "C", "C", "C", "C", "C", "H", "H", "H", "H", "H", "H", "H", "H", "H", "H", "H", "H", "H", "H", "H", "H", "H", "H", "H", "H", "H", "H", "H", "H", "H", "H"],
  "coordinates": [[-0.243, 1.135, 0.698], [7.762, -0.596, 0.923], [-4.240, -3.713, 0.804], [3.481, 0.212, -0.572], [-4.871, -5.460, -2.705], [-3.857, -7.086, -3.722], [-3.374, -1.594, -0.705], [5.567, -1.916, 1.350], [-1.963, -5.381, -2.650], [1.439, 0.543, 2.813], [8.671, -0.568, 2.894], [-2.027, -5.242, -4.796], [-3.398, -5.133, -0.587], [-0.549, -0.648, 2.787], [7.033, 1.608, 3.591], [4.482, -2.341, -0.468], [5.654, 0.128, -0.662], [5.944, -0.196, 3.159], [1.107, -1.144, 1.369], [-4.760, -2.894, -1.759], [-1.825, 0.707, -2.051], [5.957, 1.495, 1.670], [-2.913, -3.590, -3.634], [-0.236, 2.733, 1.369], [-2.739, -4.991, -3.677], [-2.503, -2.896, -2.449], [4.609, -0.063, 0.171], [-1.447, 2.842, 2.255], [0.468, -0.069, 2.011], [4.668, 0.993, 1.299], [0.766, 0.937, -0.876], [6.717, 0.751, 2.598], [4.515, -1.525, 0.616], [8.010, 0.191, 1.990], [-3.294, -3.868, -0.156], [-4.070, -5.751, -3.750], [-2.266, 4.207, 2.111], [-3.501, -2.838, -1.270], [-0.991, 1.632, -2.774], [-4.813, 5.015, 1.880], [0.380, 1.968, -2.033], [-3.792, 3.801, 1.784], [0.269, 2.997, -1.570], [0.665, -0.161, -1.179], [-1.869, 4.923, 1.326], [-1.546, 2.627, -2.903], [-1.562, 0.634, 0.403], [1.217, 1.978, -2.799], [-1.127, 2.704, 3.346], [-2.159, 1.966, 2.041], [-2.379, -1.863, -2.785], [-5.092, 5.302, 2.951], [-2.667, 0.535, -2.513], [-4.609, -5.502, -4.667], [-1.503, -3.202, -2.129], [4.085, 0.696, 2.174], [1.875, 1.093, -0.609], [-0.195, 3.467, 0.652], [-4.080, 3.009, 2.562], [-3.769, 3.288, 0.764], [8.669, 1.000, 1.666], [-0.778, 1.276, -3.843], [-4.468, 5.956, 1.337], [-2.315, -3.742, 0.318], [-2.175, 4.744, 3.120], [4.151, 1.874, 0.909], [-5.801, 4.707, 1.388], [3.603, -1.702, 1.194]],
  "lowdin_charge": [1.14, 0.10, 0.10, 0.05, 0.10, 0.11, 0.08, 0.11, 0.14, 0.08, 0.11, 0.15, 0.11, 0.08, 0.15, 0.10, 0.15, 0.14, 0.06, 0.14, -0.14, 0.04, 0.04, -0.15, -0.51, -0.05, -0.41, -0.27, -0.51, -0.05, -0.26, -0.51, -0.30, -0.28, -0.31, -0.28, -0.18, -0.43, -0.23, -0.12, -0.17, -0.26, 0.10, 0.12, 0.12, 0.13, 0.08, 0.14, 0.14, 0.09, 0.13, 0.09, 0.10, 0.18, 0.14, 0.13, 0.09, 0.09, 0.12, 0.11, 0.18, 0.14, 0.08, 0.17, 0.13, 0.15, 0.08, 0.16]
}